{
  "formula": "C43H125N7O16",
  "method": "ωB97M-V with the def2-TZVPD basis set",
  "multiplicity": 1,
  "gap_ev": 8.58,
  "homo_energy_ha": -0.307,
  "elements": ["C", "O", "H", "H", "H", "H", "C", "O", "H", "H", "H", "H", "C", "O", "H", "H", "H", "H", "C", "C", "O", "H", "H", "H", "H", "H", "H", "C", "C", "O", "H", "H", "H", "H", "H", "H", "C", "C", "O", "H", "H", "H", "H", "H", "H", "C", "C", "O", "H", "H", "H", "H", "H", "H", "C", "C", "O", "H", "H", "H", "H", "H", "H", "C", "C", "O", "H", "H", "H", "H", "H", "H", "C", "C", "C", "O", "C", "N", "H", "H", "H", "H", "H", "H", "H", "H", "H", "H", "H", "C", "C", "C", "O", "C", "N", "H", "H", "H", "H", "H", "H", "H", "H", "H", "H", "H", "C", "C", "C", "O", "C", "N", "H", "H", "H", "H", "H", "H", "H", "H", "H", "H", "H", "C", "C", "C", "O", "C", "N", "H", "H", "H", "H", "H", "H", "H", "H", "H", "H", "H", "C", "C", "C", "O", "C", "N", "H", "H", "H", "H", "H", "H", "H", "H", "H", "H", "H", "C", "C", "C", "O", "C", "N", "H", "H", "H", "H", "H", "H", "H", "H", "H", "H", "H", "C", "C", "C", "O", "C", "N", "H", "H", "H", "H", "H", "H", "H", "H", "H", "H", "H"],
  "coordinates": [[-3.9673, 0.0362, 2.7785], [-3.8429, 1.4483, 2.5046], [-3.2854, -0.6066, 2.2218], [-3.8101, -0.2715, 3.8123], [-4.9610, -0.2771, 2.4581], [-4.1526, 1.5103, 1.5981], [0.1771, 1.0483, -3.3605], [0.1192, -0.3323, -3.0444], [0.7421, 1.4822, -2.5356], [0.6313, 1.2877, -4.3220], [-0.8102, 1.5049, -3.4312], [-0.1575, -0.4045, -2.1280], [2.4544, -5.1965, 1.7546], [1.3507, -5.3509, 2.5716], [2.2019, -4.6085, 0.8723], [3.2599, -4.5986, 2.1810], [2.7813, -6.1330, 1.3027], [1.0784, -6.2581, 2.4157], [-2.2124, 5.5191, 0.4676], [-2.8322, 4.7580, -0.6934], [-2.2293, 5.1859, -1.8957], [-1.1463, 5.3106, 0.3780], [-2.6175, 5.2521, 1.4437], [-2.4230, 6.5772, 0.3121], [-3.9000, 4.9601, -0.7780], [-2.7865, 3.6863, -0.4997], [-2.2922, 6.1386, -1.9952], [-0.7532, -1.2234, 4.1366], [-0.3572, -2.7464, 4.1657], [0.2459, -2.9416, 2.8991], [-1.4553, -1.0217, 3.3276], [0.1197, -0.5928, 3.9678], [-1.2723, -0.8940, 5.0367], [-1.2063, -3.3731, 4.4385], [0.3897, -2.8821, 4.9479], [0.5424, -3.8453, 2.7689], [4.4191, -0.3384, -4.0363], [4.9196, 0.7005, -2.9909], [5.9801, 1.3870, -3.7152], [4.2001, 0.1771, -4.9713], [3.4944, -0.8262, -3.7281], [5.1887, -1.1011, -4.1549], [5.3462, 0.3340, -2.0572], [4.0782, 1.3759, -2.8353], [6.6664, 0.7429, -3.9042], [5.1249, 2.3250, 0.1468], [3.8225, 3.1317, 0.2145], [2.9168, 2.5867, -0.7136], [5.7695, 2.5864, 0.9859], [5.7096, 2.4510, -0.7645], [4.9371, 1.2595, 0.2795], [3.9831, 4.2094, 0.2466], [3.2973, 2.9540, 1.1529], [2.2575, 3.2526, -0.9222], [0.4529, 3.4886, 2.2326], [0.9762, 4.1315, 3.5242], [0.9561, 5.5094, 3.3070], [0.9540, 3.7483, 1.3001], [-0.6038, 3.7283, 2.1143], [0.5319, 2.4099, 2.3677], [1.9711, 3.7713, 3.7861], [0.2956, 3.9280, 4.3509], [1.5020, 5.6647, 2.5327], [3.4867, -4.1601, -3.6286], [2.4944, -3.5125, -2.6691], [3.1081, -3.3468, -1.4180], [2.9990, -4.3909, -4.5757], [4.0038, -5.0039, -3.1720], [4.2572, -3.4267, -3.8667], [1.6192, -4.1566, -2.5837], [2.1742, -2.5127, -2.9622], [2.9742, -2.4305, -1.1652], [7.4014, -2.2643, 6.3863], [6.6930, -3.0122, 5.2274], [5.3944, -2.2978, 4.6944], [4.3646, -2.4809, 5.6274], [3.1050, -2.0368, 5.2444], [7.6550, -3.0779, 4.1628], [8.3445, -2.6690, 6.7536], [6.6253, -2.2876, 7.1513], [7.5540, -1.1950, 6.2399], [6.4228, -4.0274, 5.5179], [5.0570, -2.7726, 3.7731], [5.6111, -1.2454, 4.5114], [2.6067, -2.6142, 4.4657], [3.0737, -1.0004, 4.9084], [2.4083, -2.1140, 6.0791], [8.4775, -3.5189, 4.5490], [7.3548, -3.7755, 3.4970], [-6.1775, 3.2848, 0.5191], [-6.2507, 1.7518, 0.1398], [-7.3247, 1.4831, -0.8980], [-7.3837, 0.0871, -1.2110], [-8.3222, -0.1625, -2.3035], [-4.9651, 1.2501, -0.2785], [-5.9947, 3.8723, -0.3807], [-5.4306, 3.4331, 1.2990], [-7.1242, 3.6545, 0.9130], [-6.5918, 1.2318, 1.0350], [-7.0173, 1.9540, -1.8317], [-8.2931, 1.8120, -0.5210], [-8.2096, 0.4695, -3.1844], [-9.3510, -0.0913, -1.9506], [-8.1646, -1.1854, -2.6456], [-4.7013, 1.7372, -1.1230], [-5.3133, 0.4095, -0.7170], [-5.4135, 3.9855, -3.4273], [-4.5317, 2.8388, -3.8988], [-3.4976, 3.3144, -4.9102], [-2.5200, 2.3321, -5.2078], [-1.5874, 2.8877, -6.1416], [-3.7833, 2.2719, -2.7992], [-6.0823, 3.6308, -2.6431], [-6.1101, 4.2740, -4.2145], [-4.8667, 4.8405, -3.0296], [-5.1205, 2.1111, -4.4573], [-3.0743, 4.2546, -4.5564], [-3.9890, 3.5621, -5.8511], [-2.0754, 3.0204, -7.1072], [-0.6655, 2.3429, -6.3454], [-1.2034, 3.8350, -5.7631], [-3.0073, 1.9105, -3.3351], [-3.2375, 3.0083, -2.3751], [5.0663, 1.5007, 3.6437], [5.9466, 2.6869, 4.0779], [5.2437, 3.7421, 4.9091], [4.3390, 4.5907, 4.1558], [3.7673, 5.5925, 4.9424], [7.0627, 2.1246, 4.8334], [5.5919, 0.8460, 2.9486], [4.1896, 1.8673, 3.1097], [4.7299, 0.9431, 4.5178], [6.3969, 3.1412, 3.1953], [6.0397, 4.3581, 5.3273], [4.6817, 3.2828, 5.7224], [2.9766, 5.2065, 5.5858], [3.2593, 6.3475, 4.3424], [4.4271, 6.2008, 5.5610], [7.4334, 1.3281, 4.3351], [7.7660, 2.8494, 4.8369], [2.6304, -0.8857, 1.5277], [1.6467, -1.0190, 0.3407], [0.3529, -0.1114, 0.4479], [-0.5273, -0.5300, -0.5767], [-1.7996, 0.0942, -0.4069], [2.3645, -0.6528, -0.8644], [3.1593, 0.0668, 1.5594], [3.4573, -1.5814, 1.3850], [2.2783, -1.0808, 2.5407], [1.3703, -2.0603, 0.1756], [0.5680, 0.9124, 0.1419], [-0.0763, -0.1449, 1.4493], [-1.8033, 1.1781, -0.2919], [-2.3621, -0.2847, 0.4464], [-2.3985, -0.1300, -1.2896], [2.5973, 0.3298, -0.8835], [1.6576, -0.6654, -1.5856], [-3.0969, -1.1261, -4.2310], [-4.5721, -1.3597, -3.8473], [-4.9128, -2.8413, -3.8510], [-4.8403, -3.4940, -5.1304], [-5.3121, -4.8459, -5.0717], [-4.8121, -0.8438, -2.5166], [-2.8831, -0.1011, -4.5340], [-2.7482, -1.6872, -5.0980], [-2.2931, -1.2599, -3.5070], [-5.1743, -0.8964, -4.6288], [-5.9165, -2.9738, -3.4469], [-4.2783, -3.3545, -3.1285], [-5.1889, -5.3835, -6.0119], [-6.3826, -4.9419, -4.8901], [-4.7212, -5.4093, -4.3495], [-4.2273, -0.0231, -2.4485], [-5.7616, -0.4998, -2.5263], [-1.3589, -5.4242, 0.6014], [-1.2000, -4.1109, -0.1833], [-1.8524, -4.3348, -1.5440], [-1.0887, -5.2958, -2.2288], [-1.4782, -5.5406, -3.5684], [-1.7748, -2.9756, 0.4542], [-2.4042, -5.7281, 0.6573], [-1.0616, -5.4062, 1.6499], [-0.8926, -6.3180, 0.1871], [-0.1429, -3.9049, -0.3509], [-1.7998, -3.4115, -2.1209], [-2.8875, -4.6559, -1.4273], [-1.4503, -4.6348, -4.1740], [-2.4852, -5.9576, -3.5795], [-0.7404, -6.1952, -4.0324], [-1.2943, -2.8492, 1.3335], [-1.6558, -2.0759, 0.0110]],
  "forces_ev_per_angstrom": [[-0.4650, 0.0170, -0.5403], [0.4753, -1.1233, 0.9939], [0.2885, 0.2703, -0.3253], [-0.1256, 0.8091, 0.1982], [-0.1829, -0.1974, 0.2351], [-0.0286, 0.1167, -0.7195], [-0.1630, -0.1232, 0.7622], [0.2604, -0.0912, -2.0312], [0.1442, 0.8443, -0.2125], [0.4179, -0.5896, 0.0836], [-0.2461, 0.0220, 0.2610], [-0.2659, -0.0704, 0.5094], [1.1203, 1.0643, -2.3114], [-0.5210, -0.9168, 0.9807], [-0.3118, 0.2069, -0.2450], [0.0944, -0.5151, 0.6189], [0.4152, -0.1261, 0.5190], [-0.5448, 0.1246, 0.3608], [-0.2719, -0.1821, -0.4809], [-0.9866, 1.0457, 0.9404], [0.5719, -1.0736, -0.8098], [0.0628, 0.3090, 0.5042], [0.1590, -0.2027, -0.0414], [0.2674, 0.1604, 0.1006], [-0.2856, 0.0593, 0.2506], [0.6147, -0.1307, -0.6034], [-0.1401, 0.0426, 0.2828], [-0.3007, -0.9928, 0.1711], [0.4361, 2.2793, 0.0306], [-0.5975, 0.3476, -0.0993], [0.0891, -0.2190, -0.1549], [0.1249, -0.1338, 0.1139], [0.1944, -0.1000, 0.2245], [-0.1834, -0.1950, -0.5650], [0.0655, -0.1163, 0.1913], [0.0674, -0.6230, 0.1812], [-0.1427, -0.0859, 1.3924], [0.2661, -0.4452, -2.4481], [-0.3664, 0.7552, 0.7907], [0.2892, 0.0222, 0.0484], [0.0113, -0.1476, 0.1606], [-0.0709, -0.0772, -0.3258], [-0.5074, -0.3462, -0.0103], [0.4982, 0.4073, 0.3538], [-0.0150, -0.1079, 0.0340], [-0.0457, 0.2280, 0.5176], [0.3977, -1.1350, 1.5007], [-0.3340, 0.4387, -1.4024], [0.0197, 0.2480, 0.0295], [-0.2801, 0.2048, -0.1246], [-0.2765, -0.0524, -0.1669], [0.0219, 0.1600, -0.9749], [0.5859, -0.0732, 0.7625], [-0.1573, -0.0285, -0.1369], [-0.4037, -1.0765, 0.9619], [-0.4072, -0.4521, -1.2456], [0.2260, 1.3176, 0.4104], [0.4030, 0.2443, 0.2082], [0.0148, 0.0042, -0.0017], [-0.0931, -0.2488, -0.3164], [0.1556, -0.0519, 0.0185], [0.0090, -0.0755, -0.0358], [0.0631, 0.2160, -0.0389], [0.0152, 1.0625, -0.1912], [0.2078, -0.3373, -0.1345], [0.3207, -0.7339, 0.7681], [0.0173, -0.4151, 0.0410], [-0.3700, -0.1833, -0.0819], [0.1648, 0.0333, 0.0053], [-0.2766, -0.0076, 0.1135], [-0.2067, -0.1312, -0.7265], [0.2588, 0.6429, 0.1661], [-1.9846, 0.1123, 0.3759], [0.0808, 1.0969, 0.0570], [0.7993, -0.8400, 0.5562], [0.1214, -0.0648, 0.8887], [-1.0073, 0.2784, -0.0613], [0.5232, -0.4160, -1.1132], [-0.2109, -0.4391, -0.1836], [0.3926, -0.0697, 0.7123], [0.0391, -0.0143, -0.6783], [-0.3473, 0.0246, 0.5424], [0.3490, -0.0428, -0.4890], [-0.0249, 0.1837, -0.0404], [0.4243, -0.4143, -0.4777], [0.3118, 0.3104, -0.0128], [0.3395, 0.0268, 0.3510], [0.4377, 0.2341, 0.0804], [-0.2367, 0.0390, -0.5385], [-0.5709, -1.2340, -0.4468], [-0.9376, 1.8398, 1.0753], [0.2041, -0.3444, -0.2988], [-0.9316, 0.1310, -0.9463], [0.4785, -0.5265, 0.9430], [-0.6121, -0.4735, 0.0896], [0.4070, 0.0860, 0.0645], [0.1659, 0.0734, -0.2479], [-0.1307, -0.1918, 0.0809], [0.2630, -0.2135, 0.2582], [-0.3621, 0.6299, -0.1263], [-0.1818, 0.2724, -0.2320], [0.3543, 0.4566, 0.1830], [-0.0460, 0.1561, 0.1051], [0.1181, -0.0500, 0.2226], [0.4932, 0.6592, -0.2001], [0.9266, -1.2358, 0.2770], [-0.7516, -0.4982, -0.2083], [0.4733, 1.0531, -0.6303], [-0.7383, 0.7767, -1.0782], [0.7411, 0.1533, 0.0021], [0.0408, 0.3744, -0.0305], [0.6084, -0.6203, -0.1552], [0.1725, -0.0764, 0.1868], [0.2422, 0.3935, -0.1851], [0.1587, -0.0218, -0.2186], [-0.2370, -0.5106, 0.6079], [0.5687, 0.0184, 0.2524], [-0.3076, 0.1557, -0.2370], [-0.1035, 0.2443, -0.0532], [-0.4395, -0.9456, 0.5391], [-0.3032, 0.3695, -0.0332], [0.4501, -1.4278, 0.2718], [-0.3947, 0.7997, 0.4680], [-0.2723, 0.9277, -0.0949], [-0.2922, -1.1760, -0.9241], [-0.4094, 0.5695, -0.2047], [1.1542, -0.6944, -0.1398], [-0.9391, 0.8063, 0.3712], [-0.1428, 0.5009, 0.6726], [0.1380, -0.0958, 0.1371], [-0.1430, 0.0097, 0.0204], [0.0744, -0.0486, 0.0239], [-0.5600, 0.4387, -0.4026], [-0.0312, 0.2795, 0.2855], [0.0422, -0.1613, 0.2032], [-0.0021, -0.2886, 0.2824], [0.0712, -0.3581, -0.5594], [0.7117, -0.4386, 0.1165], [0.1195, -0.0657, -0.0314], [0.5048, -0.2024, 0.2796], [0.2844, -0.2397, -0.0343], [-0.2166, 1.5461, 1.0161], [1.7165, -0.8448, -0.1393], [-1.2807, 0.1945, 0.8734], [-0.9211, -0.0783, -0.5540], [-0.1373, -0.0596, -0.8519], [-0.3738, 0.4483, -0.2335], [-0.0595, -0.3257, -0.2183], [-0.5919, -0.0400, -0.2485], [-0.4256, -0.0389, 0.5013], [0.6152, 0.3768, 0.7138], [-0.3580, -0.1508, -0.0417], [0.6536, 0.2052, -0.0402], [0.2554, -0.1996, 0.1225], [0.0981, -0.0997, -0.0416], [0.5316, 0.3808, 0.5477], [0.0403, -0.4319, -0.7699], [0.6528, 0.4814, -0.7271], [1.7220, -1.0169, -1.0774], [-0.3133, -0.9277, 0.0769], [-0.2943, -0.0580, 0.0738], [0.4477, 0.2327, -0.1047], [-0.1971, 0.1166, -0.4818], [-0.5436, 0.3742, -0.0854], [-0.4363, -0.3584, -0.0712], [-0.5090, -0.5879, 0.7323], [-0.2086, 0.2653, -0.0942], [-0.4288, 0.1187, -0.0029], [0.3955, -0.0795, 0.0466], [0.4263, 0.5968, -0.3456], [-0.1330, 0.3524, 0.5557], [-0.2049, -0.0525, 0.3680], [-0.0081, 0.2981, 0.2435], [-0.2081, 0.0415, 0.5677], [-0.5742, -0.3087, 0.7733], [0.4047, -0.9929, -0.8848], [0.7504, 0.3510, -0.2595], [0.4647, -0.6509, -0.3555], [0.2008, 0.3982, 0.4387], [-1.2264, 0.3885, 1.5921], [-0.3718, 0.3528, -0.1477], [0.2626, 0.5174, 0.0141], [0.4548, 0.4278, -0.5002], [0.4677, -0.4232, -0.3195], [-0.3285, 0.3907, -0.0652], [-0.2713, 0.0267, 0.0327], [-0.2359, 0.3818, 0.0454], [-0.0796, -0.2046, -0.2786], [-0.1832, -0.3207, 0.2872], [-0.0209, -0.0884, 0.4587], [0.2054, -0.7357, -0.7064]],
  "lowdin_charge": [-0.151, -0.139, 0.039, 0.074, 0.075, -0.007, -0.119, -0.140, 0.071, 0.080, 0.056, -0.008, -0.146, -0.122, 0.065, 0.080, 0.094, 0.098, -0.069, -0.340, -0.082, 0.068, 0.082, 0.077, 0.091, 0.099, 0.090, -0.061, -0.266, -0.112, 0.034, 0.060, 0.071, 0.111, 0.083, 0.022, -0.072, -0.277, -0.113, 0.078, 0.047, 0.067, 0.100, 0.092, 0.070, -0.063, -0.299, -0.099, 0.056, 0.074, 0.063, 0.118, 0.082, 0.083, -0.072, -0.311, -0.080, 0.060, 0.062, 0.065, 0.089, 0.122, 0.081, -0.075, -0.324, -0.099, 0.072, 0.075, 0.050, 0.098, 0.088, 0.007, -0.054, -0.421, -0.178, -0.171, -0.126, 0.012, 0.073, 0.072, 0.070, 0.132, 0.116, 0.104, 0.068, 0.079, 0.090, 0.066, 0.068, -0.026, -0.410, -0.197, -0.216, -0.076, 0.074, 0.048, 0.070, 0.075, 0.134, 0.106, 0.133, 0.085, 0.085, 0.083, 0.024, 0.045, -0.038, -0.403, -0.217, -0.207, -0.085, 0.070, 0.047, 0.086, 0.076, 0.142, 0.121, 0.128, 0.090, 0.084, 0.090, 0.046, 0.053, -0.062, -0.439, -0.169, -0.190, -0.150, 0.034, 0.075, 0.058, 0.071, 0.125, 0.120, 0.132, 0.088, 0.080, 0.086, 0.070, 0.070, -0.026, -0.344, -0.131, -0.250, -0.075, 0.064, 0.054, 0.079, 0.048, 0.121, 0.116, 0.115, 0.092, 0.067, 0.079, 0.057, 0.048, -0.040, -0.410, -0.198, -0.181, -0.108, 0.076, 0.052, 0.083, 0.055, 0.134, 0.114, 0.108, 0.082, 0.082, 0.069, 0.020, 0.043, -0.045, -0.423, -0.208, -0.198, -0.092, 0.078, 0.078, 0.054, 0.078, 0.124, 0.116, 0.125, 0.084, 0.075, 0.088, 0.049, 0.032]
}